2 unconnected molecules or ions with the total composition C3H5IO in a non-equilibrium geometry. Source: OMol25; level of theory: wB97M-V/def2-TZVPD.

```
10
Properties=species:S:1:pos:R:3:forces:R:3
C -0.004944 -0.477211 0.459935 -1.0 -2.2 0.2
C -1.089682 -0.122224 -0.403537 -1.0 3.4 -2.0
C 1.246302 0.286406 0.386830 1.0 0.6 -2.7
O -1.167978 0.321223 0.881855 -0.2 -0.4 -0.6
I -2.656419 -1.286145 -1.246036 0.5 0.3 0.3
H -0.207574 -1.544650 0.772999 1.3 1.1 0.1
H -0.784100 1.423677 -1.648156 -0.4 -2.7 2.0
H 1.938512 -0.076163 -0.478429 -1.5 0.5 1.1
H 1.918295 0.162341 1.228953 -0.4 0.8 0.5
H 0.807589 1.312746 0.045586 1.6 -1.3 1.1
```
Forces are in eV/Å.

Kohn-Sham gap (alpha / beta): 0.3071 / 0.3073 Eh
Strongest force on any atom: 0.0793 hartree/bohr
2S+1: 1

---

A molecular structure, C6H20AgF6N9O10S2 in a non-equilibrium geometry. Source: OMol25; level of theory: wB97M-V/def2-TZVPD.

```
54
Properties=species:S:1:pos:R:3:forces:R:3
Ag 1.132123 0.071980 -0.445305 0.1 0.2 -0.1
C -1.809737 -3.628796 4.495497 -1.4 1.2 0.9
F -1.191099 -2.560694 5.059624 0.2 -1.7 -0.6
F -2.066129 -4.603004 5.358426 1.3 0.3 -0.3
F -2.987272 -3.184956 4.116716 -0.3 0.3 -0.8
S -0.779108 -4.323249 3.039156 2.1 -4.0 1.1
O 0.545640 -3.940863 3.303680 1.3 2.6 -0.2
O -0.808783 -5.789281 2.996888 -1.9 2.5 -0.3
N -1.382165 -3.504353 1.511634 0.7 -0.7 2.1
S -2.442106 -4.612391 1.098830 -2.7 -2.6 -3.1
O -1.799562 -5.740640 0.438999 -0.1 1.3 0.8
O -3.391002 -4.893863 2.146658 0.5 0.7 -0.7
C -3.340649 -3.772946 -0.381946 -0.4 -0.3 0.1
F -3.449026 -2.483622 -0.154240 -0.3 0.6 0.4
F -2.589962 -3.907848 -1.481140 -0.6 -0.5 0.6
F -4.582198 -4.304070 -0.533848 1.8 0.4 0.1
O 4.079954 2.633003 -2.201497 -0.3 -0.2 0.1
H 3.997553 3.478843 -2.641945 -0.1 0.2 -0.1
H 5.021303 2.522908 -2.067468 0.3 -0.1 0.1
O 5.400480 -1.995015 0.594422 -0.3 0.2 -0.1
H 6.332566 -1.779289 0.564298 0.2 0.1 0.0
H 5.358034 -2.805615 1.101728 0.0 -0.2 0.1
C -3.658431 2.846687 3.086262 -1.7 2.0 2.5
O -2.957092 2.311207 2.342639 4.4 -3.2 -4.6
N -3.364025 3.894605 3.808133 2.8 3.6 2.1
N -4.882852 2.529080 3.307688 -5.5 -3.1 -0.1
H -3.865712 4.078793 4.665154 0.3 0.1 -0.2
H -2.371847 4.083152 3.796941 -0.2 0.4 0.4
H -5.481798 2.918966 4.021365 0.3 -0.1 -0.4
H -5.170763 1.683105 2.837011 -0.4 0.2 0.3
C 4.059853 2.202449 4.896540 0.4 0.5 -1.1
O 3.554426 2.117290 3.822783 -2.2 0.0 -3.3
N 4.330678 3.295140 5.519506 0.1 4.8 1.8
N 4.566205 1.196773 5.499446 1.4 -5.2 2.0
H 4.801736 3.256055 6.412068 -0.2 0.7 -0.4
H 4.087778 4.155287 5.049134 0.2 0.0 0.6
H 5.106304 1.299488 6.346705 -0.1 -0.6 -0.4
H 4.478790 0.350331 4.955388 0.4 -0.2 0.7
C -2.655125 3.468739 -4.716351 3.7 -3.0 1.4
O -1.831885 2.799593 -4.096577 -0.1 -0.6 1.4
N -3.841894 3.093715 -5.020113 -5.0 -2.1 -0.1
N -2.294304 4.548481 -5.269137 1.9 6.2 -3.2
H -4.238191 2.402055 -4.399914 -0.2 -0.1 -0.6
H -4.318833 3.389592 -5.859798 -0.1 -0.1 0.5
H -1.323464 4.820714 -5.327971 -0.2 -0.3 0.3
H -2.906319 5.043104 -5.902288 0.1 0.0 0.3
C 2.522010 -1.721162 -6.430155 1.7 2.2 -0.5
O 2.287944 -1.759235 -5.261500 -1.3 -1.3 2.6
N 1.720510 -1.842813 -7.457425 -4.5 -1.9 -2.1
N 3.677402 -1.227534 -6.870893 1.6 -0.2 0.0
H 0.863855 -2.355396 -7.304113 0.0 0.2 0.0
H 1.961902 -1.781699 -8.436251 0.4 -0.1 0.5
H 4.251275 -0.973975 -6.079388 0.7 0.6 -1.0
H 3.643013 -0.998826 -7.854054 1.5 0.6 0.6
```
Forces are in eV/Å.

Kohn-Sham gap (alpha / beta): 0.1998 / 0.1621 Eh
Charge: +1
Strongest force on any atom: 0.1396 hartree/bohr
2S+1: 2
Expectation value of S²: 0.762